The following is a quantum chemistry calculation of a cluster of 10 separate species, C33H50F6N2O13P in total at a distorted geometry, from the Open Molecules 2025 dataset.

Summary:
Orbital gap, eV: 8.58
DFT total energy, a.u.: -3315.98178
E_LUMO, eV: 2.18

Structure (ORCA input):
```
! RIJCOSX wB97M-V def2-TZVPD def2/J DEFGRID3
* xyz -1 1
P -0.1756 -0.3525 -0.0140
F -0.8679 -1.7917 0.3326
F 1.2940 -1.0377 -0.0412
F -0.3380 -0.6519 -1.5979
F 0.3451 1.1021 -0.5058
F -1.7253 0.2314 0.0699
F 0.0379 -0.0585 1.5429
O -3.3963 -0.2823 -3.7715
C -2.7915 0.7495 -3.7850
O -2.6697 1.4513 -4.9437
C -1.8911 2.6710 -4.7516
C -1.2823 2.4775 -3.3439
C -2.3140 1.5785 -2.6605
H -2.5146 3.5622 -4.8030
H -1.1245 2.6766 -5.5214
H -1.1324 3.4415 -2.8592
H -0.3365 1.9593 -3.4926
H -3.1606 2.2382 -2.4704
H -1.7852 1.0870 -1.8585
O 1.9460 -3.6371 4.7211
C 1.9325 -2.4431 4.6526
O 2.2833 -1.6596 5.6957
C 1.9184 -0.2799 5.5190
C 1.6827 -0.1389 3.9976
C 1.4878 -1.5317 3.5081
H 2.8039 0.3229 5.7221
H 1.0715 -0.0496 6.1548
H 2.4607 0.3373 3.4011
H 0.7205 0.3568 3.8760
H 1.8979 -1.8027 2.5376
H 0.4222 -1.7481 3.4068
O -5.0771 -4.8137 -3.5711
C -4.3065 -4.2303 -2.8551
O -3.1339 -3.8030 -3.3051
C -2.3657 -3.0438 -2.3653
C -3.3646 -2.8327 -1.2300
C -4.5385 -3.7875 -1.4192
H -2.0689 -2.0970 -2.8054
H -1.5463 -3.7150 -2.0936
H -3.7345 -1.8040 -1.2580
H -2.9224 -2.8792 -0.2320
H -5.5172 -3.3178 -1.3897
H -4.4977 -4.6287 -0.7284
O -1.2523 -0.5912 5.0972
C -2.2025 -1.1017 4.5185
O -3.4280 -0.8500 4.9299
C -4.4220 -1.5671 4.1636
C -3.6783 -2.0287 2.8990
C -2.1785 -1.9267 3.2646
H -5.2309 -0.8808 3.9245
H -4.7624 -2.3560 4.8326
H -3.9455 -1.4953 1.9880
H -3.9861 -3.0493 2.6577
H -1.5986 -1.3107 2.5730
H -1.6309 -2.8654 3.3046
O 4.5582 0.3927 -1.7003
C 4.4460 0.9285 -0.6414
O 4.6160 2.2608 -0.5361
C 4.6946 2.7121 0.8247
C 4.5511 1.4732 1.7093
C 4.3513 0.3109 0.7285
H 3.8906 3.4289 0.9784
H 5.6640 3.1838 0.9841
H 3.6115 1.4899 2.2647
H 5.3727 1.2484 2.3830
H 3.3788 -0.1869 0.7760
H 5.0696 -0.4911 0.8919
O 3.4048 -2.1712 -2.5568
C 3.1002 -3.1675 -1.9750
O 3.9366 -4.2447 -2.0058
C 3.2395 -5.3907 -1.4889
C 1.7590 -5.0385 -1.6185
C 1.8119 -3.5529 -1.2903
H 3.6179 -5.5437 -0.4728
H 3.5007 -6.3004 -2.0315
H 1.1677 -5.5748 -0.8727
H 1.4205 -5.3952 -2.5909
H 1.9221 -3.4768 -0.2081
H 0.9643 -2.9557 -1.6073
C 1.6841 -0.1212 -3.8461
O 2.9781 0.0547 -4.3973
H 1.3831 -1.1098 -3.4997
H 1.6321 0.5444 -2.9815
H 0.8568 0.1011 -4.5347
H 2.8473 0.4049 -5.2813
N -2.0809 3.6808 0.2121
C -1.8088 4.9672 -0.1672
C -2.8506 5.3829 -0.9296
C -3.8422 4.3860 -0.9716
C -3.3339 3.3151 -0.2203
H -1.4287 3.0797 0.6836
H -0.9146 5.4830 0.1430
H -2.9180 6.3527 -1.4011
H -4.7827 4.3943 -1.4946
H -3.6167 2.3037 0.0197
N 1.5787 3.4328 0.7056
C 2.0516 4.3150 -0.2208
C 2.3144 5.4955 0.4225
C 2.0214 5.3213 1.7835
C 1.5782 4.0257 1.9532
H 1.2246 2.5148 0.4910
H 2.3229 3.9974 -1.2151
H 2.6360 6.3893 -0.0887
H 1.8355 6.1008 2.5075
H 1.1725 3.4466 2.7663
*
```

These are the Löwdin partial charges, in e, on atoms 1 to 4:
1 P 0.222
2 F -0.163
3 F -0.142
4 F -0.149

---

The following is a quantum chemistry calculation of a cluster of 8 separate species, C33H50F8N4O7 in total at a distorted geometry, from the Open Molecules 2025 dataset.

Summary:
Orbital gap, eV: 9.70
SMILES: FC(F)C(F)(F)COC(F)(F)C(F)F.O=C1CCCO1.O=C1CCCO1.O=C1CCCO1.CCCC#N.CCCC#N.CCCC#N.CCCC#N
DFT total energy, a.u.: -2832.02994
E_LUMO, eV: -0.02

Structure (ORCA input):
```
! RIJCOSX wB97M-V def2-TZVPD def2/J DEFGRID3
* xyz 0 1
C -1.1822 -5.4523 -1.9109
C -0.4939 -4.1222 -1.5836
C 0.1178 -3.4599 -2.8186
F 0.8108 -2.3349 -2.4832
F 0.9877 -4.3111 -3.4175
F -1.4369 -3.2809 -1.0775
F 0.3858 -4.4009 -0.5915
O -2.2546 -5.2056 -2.7973
C -2.8514 -6.3199 -3.3327
C -3.6838 -5.9736 -4.5731
F -2.8384 -5.3240 -5.4283
F -4.1038 -7.0904 -5.2147
F -1.9065 -7.2043 -3.7350
F -3.5854 -6.9064 -2.3685
H -1.5557 -5.8467 -0.9639
H -0.4147 -6.1161 -2.3051
H -0.7195 -3.1739 -3.4636
H -4.5578 -5.3612 -4.3369
O 5.3982 0.2568 -1.1982
C 6.2239 0.7474 -1.9036
O 7.3083 0.0336 -2.2816
C 8.1509 0.7558 -3.1474
C 7.7482 2.2222 -3.0373
C 6.3099 2.1838 -2.4305
H 7.9679 0.5285 -4.2041
H 9.2058 0.6097 -2.9371
H 7.6549 2.7982 -3.9530
H 8.3593 2.7269 -2.2878
H 5.5305 2.3374 -3.1733
H 6.2342 2.8434 -1.5711
O -0.3756 -0.0084 2.3330
C 0.4116 -0.0194 1.4228
O 1.6919 -0.2771 1.7054
C 2.5247 -0.0472 0.5217
C 1.6494 0.8691 -0.3450
C 0.2576 0.3493 -0.0209
H 2.8125 -0.9972 0.0711
H 3.4524 0.3645 0.9091
H 1.9283 1.1233 -1.3683
H 1.8622 1.8657 0.0682
H 0.0486 -0.6099 -0.5028
H -0.5072 1.0975 -0.2001
O -2.7674 -6.1376 3.1360
C -2.3033 -5.0205 3.1845
O -2.9790 -3.9902 3.6671
C -2.1416 -2.8379 3.9057
C -0.6865 -3.3591 3.6955
C -0.8933 -4.6617 2.9043
H -2.2183 -2.4087 4.9013
H -2.3899 -2.1023 3.1463
H -0.2751 -3.4514 4.6985
H -0.2189 -2.5174 3.1836
H -0.1848 -5.4053 3.2656
H -0.6096 -4.5165 1.8614
C -2.0178 2.4783 -2.6251
C -1.9946 2.2525 -4.1532
C -3.2866 1.6477 -4.7177
C -3.5367 0.2360 -4.3799
N -3.6289 -0.8737 -4.1043
H -1.8195 1.5788 -2.0458
H -3.0127 2.8627 -2.3974
H -1.2188 3.1954 -2.4360
H -1.1542 1.6007 -4.3868
H -1.9843 3.2410 -4.6110
H -3.1692 1.7642 -5.7963
H -4.1585 2.2195 -4.3958
C -4.3911 2.7357 2.4050
C -3.5570 1.6058 2.9714
C -3.8464 0.2811 2.2467
C -5.1814 -0.2324 2.4926
N -6.2510 -0.6077 2.6741
H -4.3816 3.6054 3.0683
H -5.4300 2.3998 2.3766
H -3.9960 3.1100 1.4616
H -3.7172 1.3999 4.0324
H -2.5092 1.9001 2.8813
H -3.2182 -0.5321 2.6089
H -3.7097 0.3982 1.1701
C 0.8402 1.6283 5.4857
C -0.6921 1.7562 5.4482
C -1.2982 1.7726 6.8721
C -1.6039 0.4636 7.3930
N -1.8625 -0.5754 7.7955
H 1.2305 2.5447 5.9336
H 1.1437 1.5688 4.4400
H 1.2154 0.7838 6.0595
H -1.1489 0.9262 4.9038
H -0.9156 2.6258 4.8297
H -2.2450 2.3110 6.7469
H -0.6917 2.4136 7.5110
C 2.8078 5.9716 -0.3115
C 2.3801 4.7548 -1.1693
C 2.8321 4.8661 -2.6195
C 2.6888 3.6119 -3.3511
N 2.5897 2.6393 -3.9533
H 2.4942 6.8812 -0.8231
H 3.8953 5.9641 -0.2327
H 2.2981 5.9123 0.6456
H 1.2885 4.8110 -1.0768
H 2.6110 3.7752 -0.7519
H 3.9107 5.0881 -2.6114
H 2.5040 5.7775 -3.1210
*
```

These are the Löwdin partial charges, in e, on atoms 1 to 4:
1 C -0.057
2 C -0.448
3 C -0.280
4 F 0.078

---

The following is a quantum chemistry calculation of a structure of composition C33H51BN8NiS3, from the Open Molecules 2025 dataset.

Summary:
Orbital gap (spin up / spin down), eV: 6.12 / 6.11
DFT total energy, a.u.: -4453.43684
E_LUMO (spin up / spin down), eV: -7.09 / -7.09

Structure (ORCA input):
```
! RIJCOSX wB97M-V def2-TZVPD def2/J DEFGRID3
* xyz 2 1
Ni 1.5034 -2.1766 0.2216
C 1.2282 -0.4558 5.0910
C 0.3803 -0.0079 3.9405
C -0.6389 0.8835 4.0502
C -1.4192 1.2699 2.9219
N -1.1898 0.7635 1.7429
N -0.1805 -0.1218 1.6428
B -0.0157 -0.7809 0.2827
N 0.6002 0.0778 -0.8093
N 0.6354 1.4103 -0.5704
C 0.9354 2.1807 -1.5744
C 1.2060 1.6306 -2.8667
C 1.1989 0.2914 -3.0927
C 1.4908 -0.3290 -4.4239
C 0.9170 -0.5256 -1.9627
S 0.9714 -2.2464 -1.9517
C 1.0027 3.6810 -1.3370
C 2.4817 4.0947 -1.4165
C 0.4371 4.0405 0.0355
C 0.1917 4.4064 -2.4223
N -1.3151 -1.4673 -0.1798
N -2.2090 -0.6651 -0.7902
C -3.3473 -1.2100 -1.1307
C -3.6235 -2.5769 -0.8273
C -2.6969 -3.3780 -0.2383
C -2.9025 -4.8310 0.0625
C -1.4625 -2.7508 0.0583
S -0.0894 -3.5654 0.7058
C -4.3644 -0.3607 -1.8712
C -4.7250 -1.0704 -3.1858
C -3.8009 1.0255 -2.1816
C -5.6153 -0.2302 -0.9895
C 0.5941 -0.5338 2.6377
S 1.8470 -1.6736 2.3146
C -2.5247 2.3030 3.0536
C -3.4494 1.9197 4.2183
C -1.8640 3.6603 3.3478
C -3.3389 2.4018 1.7646
H 0.9664 0.0888 5.9954
H 2.2873 -0.2968 4.8812
H 1.0919 -1.5240 5.2738
H -0.8702 1.3086 5.0195
H 1.4418 2.3035 -3.6823
H 1.7804 0.4282 -5.1494
H 0.6106 -0.8536 -4.8018
H 2.2906 -1.0671 -4.3431
H 3.0563 3.6588 -0.5964
H 2.5614 5.1803 -1.3465
H 2.9422 3.7910 -2.3598
H 0.9482 3.5075 0.8392
H -0.6284 3.8014 0.0979
H 0.5608 5.1117 0.1975
H 0.6495 4.3343 -3.4103
H 0.1350 5.4667 -2.1744
H -0.8295 4.0225 -2.4837
H -4.5824 -2.9950 -1.1067
H -3.8878 -5.1601 -0.2589
H -2.8064 -5.0229 1.1335
H -2.1492 -5.4374 -0.4455
H -3.8374 -1.2497 -3.7966
H -5.4043 -0.4397 -3.7601
H -5.2285 -2.0247 -3.0213
H -2.9642 0.9653 -2.8824
H -3.4493 1.5296 -1.2810
H -4.5843 1.6310 -2.6377
H -6.0922 -1.1955 -0.8070
H -6.3461 0.4079 -1.4872
H -5.3737 0.2209 -0.0250
H -2.9731 2.0345 5.1933
H -3.8105 0.8927 4.1256
H -4.3173 2.5798 4.2094
H -1.2372 3.6232 4.2421
H -2.6385 4.4093 3.5182
H -1.2475 3.9893 2.5094
H -3.9575 1.5128 1.6169
H -2.6975 2.5177 0.8902
H -3.9991 3.2677 1.8257
C 4.3237 -1.0784 0.2128
C 5.8531 -1.2915 0.0628
N 6.1426 -2.6823 -0.2715
C 5.5200 -3.0027 -1.5506
C 3.9908 -2.7536 -1.4951
N 3.5936 -2.3512 -0.1106
C 4.0514 -3.4296 0.8255
C 5.5982 -3.5585 0.7586
H 3.9491 -0.3118 -0.4684
H 4.0641 -0.7883 1.2271
H 6.3631 -1.0406 0.9923
H 6.2611 -0.6563 -0.7227
H 5.7273 -4.0456 -1.7866
H 5.9760 -2.3884 -2.3257
H 3.4308 -3.6490 -1.7600
H 3.6861 -1.9579 -2.1704
H 3.5605 -4.3546 0.5203
H 3.7244 -3.1848 1.8328
H 5.8808 -4.5853 0.5313
H 6.0447 -3.2913 1.7157
*
```

These are the Löwdin partial charges, in e, on atoms 1 to 4:
1 Ni -0.110
2 C -0.035
3 C -0.216
4 C 0.098

---

The following is a quantum chemistry calculation of a structure of composition C33H51BrNP3Pd at a distorted geometry, from the Open Molecules 2025 dataset.

Summary:
Orbital gap, eV: 5.12
DFT total energy, a.u.: -5068.70669
E_LUMO, eV: -0.51

Structure (ORCA input):
```
! RIJCOSX wB97M-V def2-TZVPD def2/J DEFGRID3
* xyz 0 1
N -5.2295 -1.5839 3.3112
C -4.4535 -0.6450 3.8690
C -3.9732 0.4465 3.1501
C -4.3656 0.6170 1.8023
C -5.2876 -0.3203 1.2750
C -5.7036 -1.3870 2.0821
C -3.7901 1.6594 0.9794
Pd 0.6710 -0.2277 -0.3170
P 2.5327 0.3446 -1.6185
C -3.9521 1.7441 -0.3850
C -2.9079 2.3269 -1.1935
C -2.8297 1.9486 -2.5550
C -1.6151 2.0678 -3.2330
C -0.5243 2.6345 -2.5456
C -0.6608 3.2262 -1.2883
C -1.8767 3.0979 -0.6000
Br 1.0967 3.1056 -3.5373
H -3.1476 2.3675 1.5038
H -4.6987 1.1611 -0.9113
H -3.3185 1.1727 3.6544
H -5.6971 -0.2367 0.2793
H -4.2163 -0.7581 4.9374
H -6.4494 -2.0991 1.7145
H -3.6827 1.4894 -3.0532
H -1.9577 3.5170 0.3921
H -1.4851 1.7443 -4.2596
H 0.1721 3.7606 -0.8572
P -0.4550 -2.1838 -0.7200
C 3.0706 1.9610 -0.8979
C 3.9817 2.8665 -1.7370
H 3.5555 1.7228 0.0640
H 2.1400 2.4970 -0.6506
H 4.2569 3.7626 -1.1592
H 4.9166 2.3728 -2.0368
H 3.4431 3.2183 -2.6244
C 1.9577 0.2044 -3.3534
C 2.9572 0.3780 -4.4996
H 1.1643 0.9746 -3.4702
H 1.4273 -0.7533 -3.4393
H 2.4095 0.6043 -5.4254
H 3.6772 1.1924 -4.3418
H 3.5033 -0.5587 -4.6732
C 3.9085 -0.8639 -1.5272
C 5.2621 -0.2215 -1.8385
H 3.6974 -1.6857 -2.2294
H 3.8754 -1.2956 -0.5165
H 6.0560 -0.9739 -1.9148
H 5.2476 0.3162 -2.7963
H 5.5490 0.4807 -1.0471
C 0.2700 -3.7254 -0.0185
C 1.7658 -3.8662 -0.2575
H -0.2931 -4.5419 -0.4952
H 0.0426 -3.7673 1.0517
H 2.0786 -4.8698 0.0628
H 2.0373 -3.7548 -1.3178
H 2.3397 -3.1300 0.3263
C -0.4374 -2.5878 -2.5114
C -1.4123 -1.7775 -3.3722
H -0.6644 -3.6630 -2.5628
H 0.5952 -2.4542 -2.8607
H -1.1960 -1.9660 -4.4325
H -2.4585 -2.0643 -3.1954
H -1.3271 -0.6943 -3.2046
C -2.2135 -2.2659 -0.2252
C -2.5464 -2.9976 1.0816
H -2.7425 -2.7317 -1.0751
H -2.5463 -1.2160 -0.1635
H -3.6062 -3.2785 1.0748
H -1.9661 -3.9160 1.2391
H -2.3959 -2.3398 1.9444
C 2.7026 -0.6818 2.1999
P 0.9344 -0.2979 1.9671
C 0.1298 -1.6472 2.8737
C 0.6257 1.1539 3.0317
C 1.2777 2.3489 2.6976
C 1.2070 3.4589 3.5527
C 0.4483 3.3919 4.7262
C -0.2447 2.2228 5.0395
C -0.1461 1.0963 4.2111
H 2.9506 -1.6860 1.8241
H 2.8855 -0.6329 3.2819
H 3.3287 0.0659 1.6960
H 0.5551 -1.6614 3.8885
H -0.9517 -1.4652 2.9221
H 0.3053 -2.6219 2.4035
H 1.8485 2.4045 1.7653
H 1.7424 4.3676 3.2836
H 0.3791 4.2591 5.3834
H -0.8847 2.1686 5.9243
H -0.6690 0.1748 4.4782
*
```

These are the Löwdin partial charges, in e, on atoms 1 to 4:
1 N 0.045
2 C -0.149
3 C -0.023
4 C -0.217

---

The following is a quantum chemistry calculation of a cluster of 2 separate species, C33H51N2O5 in total at a distorted geometry, from the Open Molecules 2025 dataset.

Summary:
Orbital gap, eV: 6.48
DFT total energy, a.u.: -1772.77752
E_LUMO, eV: -3.11

Structure (ORCA input):
```
! RIJCOSX wB97M-V def2-TZVPD def2/J DEFGRID3
* xyz 1 1
C 5.8900 -7.2116 3.2982
O 5.0187 -6.6298 2.2623
C 5.4190 -5.2138 1.9709
C 4.2845 -4.5825 0.9171
C 4.4156 -2.9479 0.7409
C 3.6423 -2.3580 -0.5987
C 4.6156 -1.2871 -1.3669
C 4.6831 0.2056 -0.6966
C 3.3973 0.6163 0.2330
C 2.0908 1.1285 -0.6767
C 0.6559 0.5437 -0.1431
C -0.2446 1.6396 0.7186
C 0.1824 1.4642 2.2862
C -0.8440 0.6130 3.2237
C -1.9363 -0.3534 2.9520
C -2.4235 -0.8407 1.4673
O -3.1205 -2.1430 1.5135
C -4.5512 -2.0165 1.1960
C -5.6935 -1.8499 2.3937
C -7.3209 -1.7470 2.1176
C -8.4239 -1.6253 3.3314
C -7.8480 -1.7882 0.5651
C -6.7402 -1.9496 -0.6328
C -5.0954 -2.0821 -0.3602
C -4.1602 -2.2833 -1.6928
C -3.0933 -3.5285 -1.4239
C -3.4537 -0.9139 -2.2526
C -2.4005 -0.7674 4.4704
O -3.0212 -1.9340 4.6833
O -1.9755 0.2813 5.4330
C -0.6959 0.8019 4.8528
O 0.3188 1.3201 5.5797
H 6.3315 -6.3948 4.0178
H 6.7783 -7.8287 2.7943
H 5.2570 -7.9694 3.9629
H 5.4781 -4.5709 2.9711
H 6.5041 -5.2225 1.5113
H 4.5050 -5.1155 -0.1185
H 3.2383 -4.9246 1.3729
H 5.5849 -2.7181 0.7164
H 3.9715 -2.4160 1.6908
H 3.5275 -3.2921 -1.3310
H 2.5549 -1.9764 -0.3954
H 5.7202 -1.7347 -1.2988
H 4.3419 -1.3063 -2.5111
H 5.7323 0.3388 -0.1646
H 4.6953 0.9780 -1.6068
H 3.7276 1.5897 0.8406
H 3.0971 -0.1739 1.0467
H 2.3114 0.7414 -1.7764
H 2.1293 2.3008 -0.7229
H -0.0186 0.1690 -1.0234
H 0.8680 -0.3759 0.5734
H 0.1336 2.7116 0.3645
H -1.3923 1.5889 0.4970
H 0.2274 2.5652 2.7458
H 1.2543 0.9989 2.3488
H -3.1816 -0.0520 1.0030
H -1.5169 -0.9719 0.7317
H -5.3553 -1.8182 3.5217
H -9.3790 -1.0721 2.9430
H -7.9447 -1.0548 4.2377
H -8.8028 -2.6809 3.7383
H -8.9985 -1.7079 0.3414
H -7.1206 -1.9785 -1.7523
H -4.8786 -2.6748 -2.5595
H -3.0622 -4.2759 -2.3378
H -2.0393 -3.0540 -1.2180
H -3.5194 -4.1218 -0.5002
H -3.7762 -0.7902 -3.3896
H -2.2684 -1.0429 -2.2853
H -3.7865 0.0552 -1.6640
C 0.1466 3.8637 -4.5799
C 0.6028 4.1257 -3.1559
N 0.8504 5.5483 -2.8830
C 0.7804 6.1439 -1.6290
C 1.0778 7.4664 -1.8012
N 1.3331 7.6457 -3.1481
C 1.2089 6.4740 -3.7862
C 1.6871 8.8992 -3.8019
H 0.9169 4.1581 -5.2996
H -0.0609 2.8017 -4.7299
H -0.7607 4.4333 -4.8051
H 1.5293 3.5809 -2.9441
H -0.1666 3.7744 -2.4585
H 0.5237 5.5459 -0.7718
H 1.1421 8.3094 -1.1315
H 1.3640 6.3190 -4.8472
H 0.9276 9.1331 -4.5526
H 2.6618 8.7856 -4.2841
H 1.7354 9.7090 -3.0689
*
```

These are the Löwdin partial charges, in e, on atoms 1 to 4:
1 C -0.139
2 O -0.274
3 C -0.222
4 C -0.174

---

Q: Number 5 is which compound?
A: C33H51N2O5